--- P ---
Here is a 2-piece molecular cluster, C2H6NO3 overall from the OMol25 dataset. Energies are from ωB97M-V/def2-TZVPD.

As for the molecular weight: 92.074 g mol⁻¹. For the frontier orbital gap, the calculation gives 6.17 eV.

The geometry in ORCA input format:
```
! RIJCOSX wB97M-V def2-TZVPD def2/J DEFGRID3
* xyz -1 1
C -0.91891 0.13969 -0.00820
N -1.17007 0.67513 1.36275
C -1.94759 1.88295 1.38864
O -2.42502 2.22576 2.48546
O -2.06385 2.50699 0.30019
H -0.56254 1.05536 -0.47856
H -1.87433 -0.18036 -0.40279
H -0.08497 -0.56223 0.01332
H -1.62617 0.03501 1.98057
H 4.85463 -2.91262 -2.01398
H 3.50096 -2.66343 -2.24825
O 4.31787 -2.20224 -2.37914
*
```

Results of the natural (NBO) charge analysis, in e, for atoms 1 through 5: atom 1 (C): -0.44, atom 2 (N): -0.70, atom 3 (C): 0.84, atom 4 (O): -0.80, atom 5 (O): -0.82


--- Q ---
Here is a 2-piece molecular cluster, C2H6NO3 overall from the OMol25 dataset. Energies are from ωB97M-V/def2-TZVPD.

As for the molecular weight: 92.074 g mol⁻¹. For the frontier orbital gap, the calculation gives 6.70 eV.

The geometry in ORCA input format:
```
! RIJCOSX wB97M-V def2-TZVPD def2/J DEFGRID3
* xyz -1 1
O 0.47682 -0.90885 -0.11569
C -0.08475 0.36469 -0.50714
N -1.51994 0.34436 -0.24294
C -1.65857 0.43533 1.23315
O -0.78796 0.96869 2.07301
H 0.22119 0.41700 -1.60864
H 0.45534 1.17719 -0.10008
H -2.75310 0.45587 1.42950
H -1.49215 -0.66094 0.73741
H 1.45388 -0.89874 -0.65058
H 3.05411 -1.16685 -0.82558
O 2.63512 -0.52775 -1.42243
*
```

Results of the natural (NBO) charge analysis, in e, for atoms 1 through 5: atom 1 (O): -0.82, atom 2 (C): 0.01, atom 3 (N): -0.33, atom 4 (C): 0.18, atom 5 (O): -0.63


--- R ---
Here is a 2-piece molecular cluster, C2H6NO3 overall from the OMol25 dataset. Energies are from ωB97M-V/def2-TZVPD.

As for the molecular weight: 92.074 g mol⁻¹. For the frontier orbital gap, the calculation gives 8.39 eV.

The geometry in ORCA input format:
```
! RIJCOSX wB97M-V def2-TZVPD def2/J DEFGRID3
* xyz -1 1
O -0.91557 -0.25168 -1.12617
C -0.04461 0.56968 -0.74701
O 0.74621 1.20925 -1.46276
C -0.01709 0.79413 0.77907
N -1.34054 0.98455 1.37583
H 0.56878 1.70580 0.94469
H 0.53241 -0.00435 1.27232
H -1.62781 1.92325 1.12537
H -1.97352 0.40978 0.85107
H 1.82193 -2.37949 -0.37065
H 0.80897 -2.15758 -1.49610
O 1.44084 -2.80334 -1.14565
*
```

Results of the natural (NBO) charge analysis, in e, for atoms 1 through 5: atom 1 (O): -0.82, atom 2 (C): 0.73, atom 3 (O): -0.77, atom 4 (C): -0.33, atom 5 (N): -0.85


Most stable one: R, least stable one: Q.


--- P ---
Here is C2H6NO3 as an isolated structure from the OMol25 dataset. Energies are from ωB97M-V/def2-TZVPD.

As for the molecular weight: 92.074 g mol⁻¹. For the frontier orbital gap, the calculation gives 8.65 eV.

The geometry in ORCA input format:
```
! RIJCOSX wB97M-V def2-TZVPD def2/J DEFGRID3
* xyz -1 1
O 1.94760 0.93524 -0.48366
C 1.49910 -0.13451 -0.08536
N 0.27720 -0.59891 -0.26735
C -0.98979 -1.76420 0.63546
O -2.16171 -1.25284 0.69400
H 2.28221 -0.89919 0.11165
H -0.45013 -0.34515 -0.88206
H -0.59456 -1.87712 1.68780
H -0.64239 -2.58994 0.00628
H -0.64795 1.95698 -1.01906
H 0.28352 1.88845 -0.04490
O -0.43926 2.49892 -0.37146
*
```

Results of the natural (NBO) charge analysis, in e, for atoms 1 through 5: atom 1 (O): -0.72, atom 2 (C): 0.48, atom 3 (N): -0.83, atom 4 (C): 0.22, atom 5 (O): -0.76


--- Q ---
Here is a 2-piece molecular cluster, C2H6NO3 overall from the OMol25 dataset. Energies are from ωB97M-V/def2-TZVPD.

As for the molecular weight: 92.074 g mol⁻¹. For the frontier orbital gap, the calculation gives 6.27 eV.

The geometry in ORCA input format:
```
! RIJCOSX wB97M-V def2-TZVPD def2/J DEFGRID3
* xyz -1 1
O 1.87995 -0.77018 -0.68937
C 1.44359 -0.83579 0.49644
O 0.77543 -1.75625 1.02331
C 1.58304 0.51329 1.19526
N 1.53545 1.76666 0.43836
H 2.62911 0.52347 1.53947
H 0.81278 0.40785 1.97293
H 2.03952 1.65143 -0.43239
H 0.59298 2.04599 0.14304
H -6.32854 1.06987 -1.89918
H -5.89830 -0.28553 -2.22340
O -5.51457 0.55264 -1.94999
*
```

Results of the natural (NBO) charge analysis, in e, for atoms 1 through 5: atom 1 (O): -0.82, atom 2 (C): 0.73, atom 3 (O): -0.78, atom 4 (C): -0.34, atom 5 (N): -0.86


--- R ---
Here is a 2-piece molecular cluster, C2H6NO3 overall from the OMol25 dataset. Energies are from ωB97M-V/def2-TZVPD.

As for the molecular weight: 92.074 g mol⁻¹. For the frontier orbital gap, the calculation gives 6.47 eV.

The geometry in ORCA input format:
```
! RIJCOSX wB97M-V def2-TZVPD def2/J DEFGRID3
* xyz -1 1
C -0.00381 0.90896 -2.67161
N -0.97966 -0.03410 -2.27294
C -1.85376 0.34365 -1.18749
O -2.96612 -0.23367 -1.22538
O -1.41529 1.19218 -0.39315
H -0.41999 1.87826 -3.05622
H 0.57080 1.28657 -1.83898
H 0.64680 0.67830 -3.52216
H -1.48618 -0.48115 -3.01774
H 2.04898 -1.99813 6.85484
H 3.13916 -1.33647 6.13905
O 2.71907 -2.20441 6.19178
*
```

Results of the natural (NBO) charge analysis, in e, for atoms 1 through 5: atom 1 (C): -0.40, atom 2 (N): -0.71, atom 3 (C): 0.86, atom 4 (O): -0.82, atom 5 (O): -0.80


Most stable one: R, least stable one: P.